No. 1
9
Properties=species:S:1:pos:R:3:forces:R:3 method="wB97M-V/def2-TZVPD" e_above_lowest_kcal_mol=19.5 orbital_gap_ha="0.2720 / 0.2717" e_tot_ha=-1041.460184 largest_force_ev_per_a=2.1 homo_energy_ev="-8.95 / -8.95"
O 0.866006 1.095450 -0.827839 -0.20 0.88 0.17
C 1.289042 1.861782 -0.062778 -0.52 -1.15 -0.90
O 1.714044 2.587840 0.722889 0.34 0.64 0.53
N 3.189767 -0.363848 -0.722097 1.26 -1.15 0.76
S 2.360516 -1.161373 0.361948 1.15 0.34 -0.89
H 4.209430 -0.734940 -0.822738 -2.02 0.44 0.33
S -4.898623 -0.759784 0.031908 1.25 -0.44 0.95
H -3.618161 -0.609960 0.587904 -1.35 -0.15 -0.60
H -5.112025 -1.915170 0.730803 0.10 0.59 -0.36


No. 2
24
Properties=species:S:1:pos:R:3:forces:R:3 method="wB97M-V/def2-TZVPD" e_above_lowest_kcal_mol=90.4 orbital_gap_ha=0.3065 e_tot_ha=-500.719235 largest_force_ev_per_a=6.2 homo_energy_ev=-8.20
C 0.114770 -1.381580 -1.095711 0.95 1.81 -0.27
C 0.423128 -2.327076 0.043488 -0.18 0.09 0.00
C 0.779354 0.281667 -1.034214 0.47 -5.58 -2.55
O 0.096385 0.928262 -2.064257 0.14 1.14 0.33
O -1.192161 -1.492829 -1.626862 -0.09 -0.04 0.46
O 2.011281 0.168975 -1.006113 -1.22 1.56 0.85
H -0.175487 0.277190 -2.733265 -0.01 0.04 0.59
H -1.813641 -1.664785 -0.905655 0.15 0.11 -0.21
H 0.780109 -1.623971 -1.928827 -0.06 -0.15 0.00
H 1.353087 -2.027581 0.531078 -0.08 -0.05 0.00
H 0.533183 -3.350566 -0.328901 0.06 0.14 -0.02
H -0.393083 -2.365555 0.771737 0.07 0.17 0.12
C 1.473653 2.140373 1.074663 0.42 -0.45 -0.72
C -1.931492 0.352176 0.914703 0.03 -0.40 -0.43
C 0.230753 1.577903 0.437014 -1.61 -0.18 2.51
C -0.458899 0.515198 1.004051 1.06 2.05 -0.28
H -0.375867 2.319904 -0.076992 0.06 -0.27 -0.36
H 0.090684 -0.149476 1.661667 0.09 -0.04 -0.06
H -2.266470 0.554065 -0.105774 -0.12 0.12 0.10
H 2.092261 2.603035 0.304501 0.10 -0.01 0.09
H 1.214879 2.906033 1.811086 -0.12 -0.13 -0.06
H 2.063893 1.353836 1.548394 -0.04 0.09 0.02
H -2.240919 -0.653614 1.202365 -0.08 0.02 -0.01
H -2.409401 1.058416 1.601822 0.02 -0.05 -0.12


No. 3
42
Properties=species:S:1:pos:R:3:forces:R:3 method="wB97M-V/def2-TZVPD" e_above_lowest_kcal_mol=12.8 orbital_gap_ha=0.3091 e_tot_ha=-1935.641923 largest_force_ev_per_a=1.7 homo_energy_ev=-8.08
O 1.791350 3.095943 -0.623668 0.12 0.23 0.00
C 1.304291 1.991293 -0.572678 -0.53 -0.22 -0.09
C -0.207809 1.799752 -0.668827 -0.28 -0.01 -0.19
S -0.656187 0.444347 -1.808422 0.54 0.13 -0.13
C -2.274739 0.162501 -1.273217 -0.40 -0.37 -0.15
N -2.846711 0.768520 -0.293592 1.47 0.45 -0.34
N -4.094567 0.378209 -0.072577 -1.62 -0.40 0.42
C -4.518719 -0.535503 -0.873518 1.20 0.12 -0.47
N -5.739927 -1.123603 -0.893637 -0.46 -0.64 -0.45
C -6.886760 -0.917173 -0.122014 0.03 0.04 0.03
O -7.854198 -1.596046 -0.375938 -0.20 -0.06 0.03
C -6.823795 0.107845 0.930414 0.05 0.17 0.17
C -8.097503 0.883819 1.191693 -0.12 0.01 -0.02
C -7.658961 -0.142292 2.167715 -0.09 -0.07 0.04
S -3.296264 -1.031699 -2.069368 -0.15 0.62 0.74
N 1.976300 0.829285 -0.392795 -0.03 -0.45 0.02
C 3.358333 0.625350 -0.274102 0.45 -0.01 0.05
C 4.279998 1.668085 -0.261043 -0.09 0.17 -0.01
C 5.624332 1.389870 -0.119119 0.11 -0.44 0.03
C 6.077598 0.082900 0.002330 -0.10 0.00 0.06
C 5.155337 -0.967259 -0.048309 0.06 0.13 -0.06
C 3.803298 -0.687585 -0.174648 0.17 0.09 0.02
O 5.540543 -2.281486 0.017400 -0.37 0.20 0.10
C 6.923722 -2.466314 -0.191232 0.56 0.18 0.04
C 7.719877 -1.441208 0.614958 -0.12 -0.53 0.02
O 7.421180 -0.136452 0.172661 -0.12 0.26 -0.18
H -0.627733 1.548317 0.306022 0.05 0.08 -0.01
H -0.662986 2.721532 -1.028668 0.13 -0.05 0.13
H -5.871826 -1.838990 -1.600386 -0.13 0.14 0.22
H -5.877872 0.615171 1.036666 -0.18 0.01 0.09
H -7.994066 1.928368 1.440158 0.11 0.05 0.04
H -8.942574 0.650345 0.562302 -0.02 -0.11 -0.04
H -7.243777 0.170561 3.112822 0.10 0.09 0.01
H -8.206621 -1.071743 2.199482 -0.04 -0.05 -0.09
H 1.430210 -0.022828 -0.393958 -0.04 0.24 -0.02
H 3.941354 2.685158 -0.353886 -0.01 0.03 0.01
H 6.351701 2.184772 -0.094068 0.10 0.11 0.02
H 3.113331 -1.517109 -0.201063 -0.11 -0.13 -0.01
H 7.151281 -3.485101 0.125311 0.04 0.09 -0.04
H 7.159829 -2.348770 -1.257735 -0.03 -0.05 0.10
H 8.793689 -1.577048 0.479283 -0.09 -0.05 0.03
H 7.466039 -1.543724 1.679257 0.06 0.02 -0.09


No. 4
5
Properties=species:S:1:pos:R:3:forces:R:3 method="wB97M-V/def2-TZVPD" e_above_lowest_kcal_mol=35.4 orbital_gap_ha=0.3340 e_tot_ha=-566.774001 largest_force_ev_per_a=2.0 homo_energy_ev=-9.21
O 0.853067 1.068323 0.648838 -1.35 -0.19 1.41
N -0.226260 0.283111 0.294602 1.42 1.16 0.19
C -0.711150 -0.708335 -0.148412 0.96 1.03 -0.35
S -1.567199 -1.775428 -0.899140 -0.43 -0.87 -0.11
H 1.651542 1.132328 0.104113 -0.60 -1.12 -1.13


No. 5
126
Properties=species:S:1:pos:R:3:forces:R:3 method="wB97M-V/def2-TZVPD" orbital_gap_ha=0.3445 e_tot_ha=-2323.041333 largest_force_ev_per_a=6.3 homo_energy_ev=-11.03 charge=+1
C -0.392395 0.213901 2.582771 0.85 -0.81 -0.16
C -0.825455 0.536301 1.132601 0.57 0.24 0.65
N 0.053215 -0.074829 -0.069249 -1.68 -0.20 0.85
C -0.550065 0.484621 -1.349959 1.50 0.67 0.63
C 1.592665 0.156881 0.190431 -1.75 0.80 -0.24
C 1.987995 1.635331 0.201071 -0.47 -0.24 -0.03
C -0.309585 -1.564469 -0.110479 1.01 -0.32 -0.32
C 0.489885 -2.424479 -1.091739 1.01 0.17 -0.99
O 0.158505 -2.314319 -2.503619 -0.47 -0.31 1.05
C 1.268665 -2.585869 -3.402729 -2.53 0.89 -0.41
H -0.839825 0.764581 3.410211 -0.75 0.62 -0.71
H 0.659815 0.463021 2.720231 0.18 -0.27 -0.07
H -0.558335 -0.815519 2.900361 0.19 -0.22 -0.45
H -0.764865 1.624421 1.111601 0.03 -0.03 -0.85
H -1.862965 0.253791 0.954071 0.24 -0.14 -0.30
H -0.338835 1.553961 -1.350189 -0.18 0.01 -0.11
H -1.626165 0.311871 -1.366799 0.27 -0.12 0.12
H -0.009685 0.011791 -2.170029 -0.36 -0.04 -0.04
H 2.224155 -0.276789 -0.584979 -0.57 -0.59 0.02
H 1.687325 -0.322299 1.164871 0.61 -0.06 -0.20
H 3.054985 1.594741 0.420131 -0.01 0.49 0.14
H 1.432955 2.270551 0.891391 0.25 -0.26 0.46
H 1.850185 2.130441 -0.760159 0.22 -0.37 -0.25
H -1.364605 -1.738789 -0.321769 -0.20 0.61 0.03
H -0.159385 -1.958279 0.894741 0.20 -0.01 -0.06
H 0.376435 -3.429849 -0.686199 -0.10 -0.29 -0.44
H 1.562945 -2.240249 -1.143749 0.12 0.14 1.09
H 1.813845 -1.647259 -3.502199 1.15 -0.50 0.50
H 0.729005 -2.598419 -4.349679 0.14 -0.41 -0.26
H 1.710995 -3.573529 -3.272519 0.52 0.43 0.38
C 6.165945 3.798361 2.705841 1.26 -2.14 -0.36
O 7.138305 3.131071 2.318671 -1.65 1.45 0.07
N 5.108845 3.266541 3.369681 -0.92 -0.63 -0.78
C 4.445445 4.143981 4.313731 0.92 -0.03 0.30
C 4.810115 1.807711 3.444151 0.24 0.98 -0.58
H 5.996375 4.876051 2.557421 0.67 0.06 -0.02
H 4.865585 5.142541 4.193501 -0.05 0.02 0.07
H 4.844245 3.741091 5.244721 -0.81 0.53 0.73
H 3.361985 4.259261 4.283161 -0.02 -0.59 -0.14
H 4.415525 1.582391 4.434921 0.41 -0.22 0.01
H 4.044265 1.524661 2.722031 -0.37 0.31 0.00
H 5.663545 1.213531 3.117501 0.26 0.20 0.64
C -3.334505 -3.177489 2.505621 -1.70 -0.69 1.02
O -2.346025 -2.800269 1.920181 0.13 0.68 0.29
N -4.254885 -2.444589 3.233331 1.34 0.34 -0.38
C -5.318375 -3.054529 4.029681 0.09 -0.31 -0.93
C -4.066735 -0.996879 3.287121 0.49 -1.20 -0.49
H -3.665065 -4.227629 2.517691 0.36 -0.23 -0.10
H -5.563265 -2.521979 4.948651 0.35 0.34 -0.16
H -5.024945 -4.059539 4.332911 -0.12 -0.06 -0.21
H -6.205995 -3.079759 3.397541 -0.32 -0.27 0.33
H -4.600005 -0.502779 2.474971 -0.68 0.30 0.48
H -4.290915 -0.731339 4.320241 0.08 0.83 -0.38
H -3.032295 -0.865649 2.969601 0.22 0.37 0.64
C 2.410395 -1.437969 4.453181 -1.11 0.83 -0.33
O 2.761725 -1.217189 3.289431 -0.04 -0.55 1.03
N 1.491635 -2.323059 4.887881 1.15 -0.29 -0.02
C 0.785195 -3.181389 3.949731 -1.09 0.07 0.42
C 0.986285 -2.173049 6.261231 -0.49 -0.97 0.16
H 2.625015 -0.782689 5.311511 0.87 0.18 -0.22
H 1.153445 -3.170099 2.923881 0.27 0.43 0.30
H -0.230075 -2.786909 3.991161 -0.37 -0.31 -0.58
H 0.716395 -4.225529 4.254901 0.33 0.05 0.31
H 0.181085 -1.441999 6.334291 0.14 0.26 -0.09
H 0.553215 -3.102529 6.630841 -0.15 -0.28 -0.55
H 1.728755 -2.022679 7.044951 0.44 0.59 -0.57
C 3.558555 -3.538849 0.759671 0.24 -0.99 0.85
O 2.793635 -4.229979 0.160761 -2.24 -1.63 -0.89
N 4.423605 -2.757709 0.182151 0.91 1.85 -1.40
C 4.576925 -2.631149 -1.290819 -1.25 -1.47 0.63
C 5.215795 -1.968499 1.068691 0.57 1.51 -1.13
H 3.708925 -3.585879 1.849331 -0.36 0.15 0.17
H 3.643775 -2.896779 -1.787579 -0.45 0.27 0.41
H 5.152705 -3.495859 -1.620769 0.97 0.61 -0.25
H 4.818985 -1.631949 -1.652899 0.59 -0.22 0.38
H 6.157185 -2.468029 1.297501 -0.02 0.24 0.54
H 5.417045 -1.088039 0.458441 0.66 0.34 0.32
H 4.605395 -1.575149 1.881571 0.39 -0.52 0.40
C -4.786195 -1.803769 -0.535969 0.36 0.64 -2.67
O -3.862065 -2.585599 -0.525819 -0.08 -0.02 0.83
N -4.902195 -0.844599 -1.536049 -1.29 0.94 1.69
C -6.179615 -0.146309 -1.790019 0.32 -0.72 -0.24
C -4.000065 -0.652079 -2.632969 1.19 -0.20 0.22
H -5.684605 -1.822429 0.100201 0.22 0.00 0.30
H -5.939345 0.866621 -2.113039 -0.20 -0.17 -0.41
H -6.945795 -0.039029 -1.022199 0.63 -0.40 0.73
H -6.643375 -0.791259 -2.536389 -0.42 0.76 -0.63
H -2.989375 -0.954069 -2.358349 -0.27 -1.05 -0.18
H -4.384825 -1.096249 -3.550989 0.25 -0.48 0.04
H -3.761955 0.375691 -2.906979 -0.86 0.62 0.41
C 6.511685 2.852431 -1.088429 -1.11 0.36 2.59
C 6.561295 2.912161 -2.555549 1.45 2.44 0.54
C 6.272555 1.666231 -3.225489 -2.40 -2.66 -1.78
C 4.794255 1.246511 -3.208219 -1.03 0.59 0.58
N 3.665145 0.981511 -3.074019 2.08 0.28 -0.29
H 6.989465 1.973571 -0.655489 0.13 -0.08 -0.18
H 5.506355 2.889731 -0.668879 -0.46 -0.47 -0.21
H 6.926505 3.705391 -0.551329 0.54 0.11 -0.45
H 7.591505 3.226361 -2.723019 0.27 -0.44 -0.72
H 6.015935 3.753851 -2.982449 -0.43 -0.12 0.11
H 6.694855 0.761231 -2.788749 0.79 0.26 0.01
H 6.537285 1.742461 -4.280099 0.11 -0.35 -0.04
C -2.114665 -0.219599 -5.228609 0.18 -0.38 -0.15
C -3.424395 0.205281 -5.912459 0.40 0.76 -0.52
C -3.715685 -0.697009 -7.180369 -1.31 1.32 0.99
C -4.953255 -0.310029 -7.924879 0.78 -0.27 1.02
N -5.955715 -0.101369 -8.436019 -0.29 0.22 -0.29
H -2.266805 -1.093199 -4.594749 0.11 -0.34 -0.36
H -1.583435 0.468791 -4.571329 -0.64 0.68 0.01
H -1.356465 -0.417949 -5.986159 -0.05 -0.41 -0.08
H -3.364165 1.252311 -6.209429 0.22 0.04 -0.33
H -4.245275 0.236041 -5.196009 -0.19 -0.52 -0.24
H -3.961025 -1.665639 -6.744839 0.64 -0.45 -0.65
H -2.913725 -0.618449 -7.914389 0.25 -0.60 0.40
C -5.239675 5.081891 -1.816889 -0.06 -0.83 -0.15
C -6.075105 4.011701 -1.053219 -1.08 0.28 -0.10
C -5.665795 3.556661 0.326921 1.37 0.43 0.94
C -4.570535 2.562921 0.341681 -4.53 4.37 -0.10
N -3.836385 1.734421 0.370111 4.15 -4.31 0.07
H -4.794755 5.955411 -1.340339 -0.41 -0.26 0.98
H -5.877515 5.525241 -2.581549 0.15 -0.33 -0.28
H -4.379345 4.580341 -2.260039 -0.09 0.02 -0.40
H -6.241395 3.101801 -1.629879 0.52 0.11 -0.56
H -7.115685 4.312781 -0.932139 0.03 0.66 -0.01
H -6.465025 3.173221 0.961201 -0.22 -0.29 -0.43
H -5.315805 4.413001 0.903361 0.18 0.16 0.02


No. 6
15
Properties=species:S:1:pos:R:3:forces:R:3 method="wB97M-V/def2-TZVPD" e_above_lowest_kcal_mol=106.4 orbital_gap_ha=0.3617 e_tot_ha=-1128.158727 largest_force_ev_per_a=4.2 homo_energy_ev=-9.11
Cl 0.188453 0.379378 3.191832 0.39 -0.05 -0.50
C -0.085983 1.034204 1.596775 -3.38 2.54 0.07
C -0.704794 0.031260 0.541233 -1.88 0.51 -0.98
C -1.335033 -0.015819 -0.879473 -1.59 -1.48 1.16
S 0.018289 -0.244710 -2.089646 0.23 -2.28 1.04
C 1.145694 -1.155388 -0.843261 2.49 0.86 -3.14
O 1.520335 -0.079998 0.069007 2.67 -2.93 0.56
C 0.509287 0.769566 0.293626 1.92 -2.32 2.91
H -0.596179 2.060934 1.657884 1.07 -1.54 0.09
H -0.665082 -0.951456 1.014517 0.78 0.14 -0.47
H -1.648564 0.966847 -1.192225 -1.29 0.06 0.03
H -2.057878 -0.935566 -0.894396 0.84 2.22 -0.45
H 2.082767 -1.067973 -1.481470 -0.98 -1.06 0.57
H 1.038853 -2.345856 -0.620300 -0.46 3.26 0.39
H 0.589834 1.554577 -0.364103 -0.80 2.09 -1.29